Record 1
{"formula": "C23H27N2", "method": "wB97M-V/def2-TZVPD", "species": ["C", "N", "C", "C", "C", "C", "C", "C", "C", "C", "C", "N", "C", "C", "C", "C", "C", "C", "C", "C", "C", "C", "C", "C", "C", "H", "H", "H", "H", "H", "H", "H", "H", "H", "H", "H", "H", "H", "H", "H", "H", "H", "H", "H", "H", "H", "H", "H", "H", "H", "H", "H"], "positions_angstrom": [[3.286, 2.013, -2.490], [2.046, 1.391, -2.119], [1.747, 0.826, -0.849], [0.566, 0.101, -0.962], [-0.365, 0.006, 0.326], [-1.455, -1.090, -0.157], [-2.668, -0.369, -0.312], [-3.782, -1.040, -0.791], [-3.713, -2.456, -0.942], [-2.535, -3.194, -0.660], [-1.392, -2.521, -0.194], [0.202, 0.017, 1.633], [0.862, 1.355, 1.989], [1.462, 1.402, 3.461], [1.136, -0.023, 4.039], [-0.428, -0.155, 4.107], [-0.907, -0.158, 2.605], [1.742, -1.134, 3.091], [1.132, -1.003, 1.694], [0.024, 0.368, -2.330], [-1.171, -0.036, -3.052], [-1.259, 0.373, -4.403], [-0.250, 1.077, -5.022], [0.906, 1.452, -4.361], [1.001, 1.122, -2.991], [3.072, 2.615, -3.427], [3.583, 2.661, -1.652], [4.052, 1.230, -2.714], [2.543, 0.887, -0.168], [-0.945, 1.000, 0.297], [-2.628, 0.726, -0.376], [-4.696, -0.455, -1.120], [-4.631, -2.974, -1.255], [-2.479, -4.316, -0.841], [-0.444, -3.034, -0.125], [0.146, 2.209, 1.874], [1.670, 1.554, 1.259], [2.575, 1.566, 3.429], [0.904, 2.195, 4.033], [1.547, -0.103, 5.060], [-0.868, 0.751, 4.593], [-0.708, -1.115, 4.612], [-1.721, 0.605, 2.454], [-1.381, -1.129, 2.348], [2.832, -0.964, 3.052], [1.507, -2.116, 3.544], [0.640, -1.949, 1.359], [1.895, -0.927, 0.890], [-1.965, -0.643, -2.647], [-2.142, 0.082, -4.971], [-0.319, 1.371, -6.035], [1.773, 1.952, -4.783]], "atomic_forces_ev_per_a": [[0.16, 0.13, -0.91], [-1.29, -0.97, 1.32], [-0.31, -0.13, -4.57], [-0.17, 2.19, 1.85], [-2.31, 0.76, -5.87], [-0.35, 1.17, 3.27], [0.40, -1.06, -1.44], [-0.71, -0.70, -0.38], [-0.17, 0.29, 0.28], [-0.29, -0.25, -0.12], [-0.54, 1.97, -1.30], [-0.91, 2.83, 1.09], [0.97, 1.86, 0.06], [-0.74, -1.24, -0.54], [-0.16, 0.44, 0.27], [0.87, 0.11, -1.01], [-2.01, -0.99, 1.48], [-0.19, 0.75, 1.31], [2.94, -4.41, -0.01], [-1.09, -1.14, 0.71], [1.66, 1.12, -1.04], [-0.85, -1.10, 1.84], [1.48, 0.79, 0.25], [0.16, -0.25, 1.27], [0.31, -0.17, -0.28], [0.64, -0.51, 1.32], [0.26, -0.10, -0.55], [-0.38, 0.81, 0.16], [0.56, 0.01, 0.95], [0.80, -1.57, -0.01], [-0.26, -0.54, 0.40], [1.12, -1.00, 0.63], [0.65, 0.15, -0.02], [-0.27, 1.69, 0.35], [0.02, -0.10, 0.25], [0.17, -1.19, -0.12], [-0.82, -0.33, 0.62], [-1.24, 0.05, 0.08], [0.94, -0.78, -0.45], [-0.07, -0.13, -0.52], [0.37, -1.03, -0.03], [0.05, 1.05, -0.39], [1.16, -0.52, -0.25], [0.36, 0.57, 0.16], [-0.42, -0.38, 0.07], [0.37, 0.42, -0.33], [0.04, 0.66, 0.66], [-0.44, 0.56, 0.71], [0.18, 0.03, 0.14], [0.21, 0.10, 0.12], [-0.29, 0.05, -0.96], [-0.54, -0.01, -0.51]], "e_above_lowest_ev": 2.105, "homo_lumo_gap_ha": 0.30947, "smiles": "Cn1cc([C@@H](c2ccccc2)[N+]23CCC(CC2)CC3)c2ccccc21", "total_charge": 1, "max_force_ha_per_bohr": 0.12360, "homo_ev": -10.6, "lumo_ev": -2.22, "energy_ha": -1001.8195}

---

Record 2
{"formula": "C23H50As3AuN3O6PS3", "method": "wB97M-V/def2-TZVPD", "species": ["Au", "C", "As", "C", "C", "C", "C", "C", "As", "C", "C", "C", "As", "C", "C", "H", "H", "H", "H", "H", "H", "H", "H", "H", "H", "H", "H", "H", "H", "H", "H", "H", "H", "H", "H", "H", "H", "H", "H", "H", "H", "H", "C", "C", "O", "P", "S", "S", "O", "C", "C", "H", "H", "H", "H", "H", "H", "H", "H", "H", "H", "C", "C", "S", "O", "O", "C", "C", "N", "C", "N", "C", "C", "N", "O", "O", "C", "H", "H", "H", "H", "H", "H", "H", "H", "H", "H", "H", "H", "H"], "positions_angstrom": [[0.195, -0.022, 0.287], [-3.379, -1.379, 0.492], [-1.882, -0.701, 1.525], [-2.871, 0.471, 2.724], [-1.479, -2.317, 2.593], [-0.147, -2.392, 3.381], [-0.369, -3.312, 4.591], [0.966, -3.008, 2.520], [1.270, -2.217, 0.731], [0.668, -3.654, -0.419], [3.205, -2.438, 0.577], [0.188, -0.970, 3.839], [1.599, -0.369, 5.141], [3.277, -0.611, 4.139], [1.933, -1.796, 6.493], [-4.123, -1.824, 1.162], [-3.050, -2.117, -0.238], [-3.835, -0.548, -0.049], [-3.526, -0.128, 3.366], [-3.485, 1.130, 2.103], [-2.203, 1.081, 3.331], [-1.557, -3.173, 1.911], [-2.311, -2.390, 3.307], [-0.832, -4.248, 4.281], [-1.018, -2.831, 5.321], [0.576, -3.552, 5.070], [0.748, -4.075, 2.363], [1.914, -2.948, 3.064], [1.138, -4.593, -0.106], [0.967, -3.427, -1.444], [-0.420, -3.750, -0.395], [3.488, -3.470, 0.822], [3.718, -1.742, 1.243], [3.510, -2.219, -0.449], [-0.723, -0.555, 4.284], [0.409, -0.348, 2.954], [3.230, -0.089, 3.188], [3.505, -1.663, 3.967], [4.077, -0.170, 4.729], [1.026, -2.053, 7.036], [2.640, -1.359, 7.200], [2.383, -2.691, 6.072], [0.004, 0.530, -6.333], [-0.657, 0.333, -4.983], [0.302, 0.588, -3.937], [0.564, -0.478, -2.789], [1.892, 0.439, -1.571], [-1.134, -1.209, -2.046], [1.271, -1.748, -3.467], [2.499, -1.604, -4.197], [2.594, -2.743, -5.191], [-0.740, 0.409, -7.115], [0.796, -0.199, -6.487], [0.429, 1.528, -6.392], [-1.046, -0.688, -4.890], [-1.482, 1.041, -4.847], [3.325, -1.630, -3.480], [2.508, -0.630, -4.696], [2.537, -3.696, -4.672], [3.538, -2.682, -5.723], [1.780, -2.692, -5.908], [-1.479, 3.257, 6.974], [-0.032, 2.852, 6.817], [0.475, 2.899, 5.069], [-0.390, 2.009, 4.325], [1.881, 2.555, 4.999], [0.300, 4.606, 4.461], [0.922, 4.731, 3.073], [0.293, 3.856, 2.116], [0.839, 2.720, 1.604], [-0.030, 2.098, 0.830], [-1.183, 2.807, 0.815], [-1.007, 3.930, 1.615], [-1.929, 4.891, 1.885], [-3.047, 4.756, 1.299], [-1.634, 5.802, 2.724], [2.207, 2.223, 1.865], [-1.814, 3.082, 7.993], [-2.104, 2.669, 6.308], [-1.618, 4.311, 6.754], [0.139, 1.814, 7.101], [0.654, 3.489, 7.365], [0.833, 5.236, 5.167], [-0.753, 4.880, 4.425], [1.982, 4.468, 3.126], [0.808, 5.769, 2.742], [-2.037, 2.537, 0.225], [2.963, 2.911, 1.489], [2.317, 1.269, 1.346], [2.358, 2.083, 2.935]], "atomic_forces_ev_per_a": [[-0.02, 0.27, -0.12], [-0.11, -0.09, -0.10], [-0.57, -0.17, 0.00], [0.03, 0.01, 0.15], [-0.30, 0.24, 0.29], [0.45, -0.58, 0.22], [0.02, 0.10, -0.20], [0.06, -0.03, -0.02], [0.36, -0.54, 0.04], [0.05, -0.22, -0.07], [0.01, -0.05, -0.04], [-0.56, 1.28, 0.15], [0.61, -2.65, -1.36], [-0.04, 0.91, 0.22], [-0.26, 0.99, 0.68], [0.14, 0.09, -0.04], [0.03, 0.01, 0.09], [0.09, -0.05, 0.08], [0.10, 0.00, -0.13], [0.16, -0.06, 0.08], [-0.04, -0.01, -0.12], [0.04, 0.11, 0.12], [0.10, -0.05, -0.16], [-0.03, -0.03, -0.01], [-0.12, -0.01, 0.09], [0.06, -0.08, 0.06], [0.07, 0.23, 0.02], [-0.05, -0.08, -0.09], [-0.07, 0.16, 0.03], [-0.09, 0.05, 0.06], [0.17, 0.08, 0.01], [-0.12, 0.22, 0.00], [-0.04, -0.06, -0.05], [-0.13, 0.03, 0.12], [0.15, 0.12, -0.07], [0.04, 0.05, 0.42], [-0.11, 0.08, -0.03], [-0.35, -0.09, 0.23], [0.10, 0.01, 0.00], [-0.02, 0.06, -0.09], [-0.01, -0.08, 0.03], [-0.03, 0.16, -0.47], [-0.02, 0.04, 0.38], [-0.31, -0.15, -0.40], [0.33, -0.11, 0.18], [-0.49, -0.32, -0.15], [-0.22, -0.10, 0.07], [0.54, 0.51, 0.00], [-0.27, 0.15, -0.01], [0.28, 0.01, -0.14], [-0.06, 0.28, 0.25], [-0.05, 0.01, -0.12], [0.06, -0.07, -0.05], [0.03, 0.08, -0.09], [-0.01, 0.19, 0.04], [0.16, -0.18, 0.07], [-0.04, 0.04, -0.05], [0.05, -0.08, 0.00], [0.03, -0.13, 0.02], [0.11, -0.04, -0.09], [-0.09, 0.00, -0.11], [-0.14, -0.04, 0.01], [0.09, 0.30, -0.82], [-0.78, 0.84, 0.27], [-0.30, -0.23, 0.18], [0.97, -0.49, 0.43], [0.11, -0.60, 0.36], [0.19, 0.14, 0.08], [-0.28, -0.13, -0.50], [0.05, -0.42, -0.25], [0.77, -0.43, 0.13], [-0.50, 0.73, 0.21], [-0.38, -0.50, -0.39], [0.05, -0.73, -0.48], [-0.11, 0.21, 0.22], [0.04, 0.70, 0.55], [0.08, 0.06, 0.13], [0.03, 0.00, 0.09], [-0.14, 0.01, -0.07], [-0.08, 0.11, -0.05], [0.10, -0.12, -0.04], [0.17, 0.07, 0.04], [0.09, 0.06, 0.17], [-0.17, -0.07, -0.08], [-0.10, 0.10, -0.12], [0.02, -0.24, 0.22], [-0.06, 0.07, -0.02], [0.12, 0.02, 0.00], [0.08, 0.09, 0.01], [0.21, -0.01, -0.10]], "e_above_lowest_ev": 0.460, "homo_lumo_gap_ha": [0.15912, 0.10796], "total_charge": 1, "max_force_ha_per_bohr": 0.05917, "homo_ev": [-6.9, -9.8], "spin_multiplicity": 4, "lumo_ev": [-2.57, -6.88], "energy_ha": -9900.6599}